A molecular structure, C12H18F16NbO2 in a non-equilibrium geometry, computed with the ωB97M-V functional and the def2-TZVPD basis.

CARTESIAN COORDINATES (ANGSTROEM)
C -1.676 2.532 -2.008
Nb -1.613 0.880 -0.398
C -1.564 -0.523 1.404
H -1.213 3.439 -1.555
H -2.765 2.775 -2.120
H -1.210 2.223 -2.965
H -0.039 1.619 0.169
H -0.618 -0.229 -1.445
H -3.097 0.065 -1.095
H -2.626 2.019 0.625
H -0.536 -0.454 1.851
H -1.799 -1.567 1.080
H -2.260 -0.157 2.192
C 2.627 1.985 -6.166
C 2.320 1.273 -7.508
C 0.853 1.155 -7.941
F 0.108 0.440 -7.093
F 0.781 0.522 -9.141
F 2.912 0.059 -7.504
F 2.949 2.001 -8.478
O 2.877 1.187 -5.000
C 1.811 0.747 -4.194
C 1.696 -0.780 -4.161
F 1.503 -1.296 -5.394
F 0.648 -1.148 -3.407
F 0.675 1.354 -4.555
F 2.084 1.178 -2.954
H 3.581 2.489 -6.330
H 1.919 2.787 -5.956
H 0.399 2.143 -8.054
H 2.602 -1.227 -3.747
C -1.297 -1.751 4.957
C -1.601 -0.341 5.522
C -0.419 0.616 5.720
F 0.485 0.166 6.608
F -0.866 1.803 6.202
F -2.312 -0.469 6.669
F -2.425 0.251 4.626
O -1.212 -2.861 5.877
C -0.012 -3.174 6.523
C -0.120 -3.034 8.045
F -0.453 -1.786 8.414
F 1.069 -3.318 8.627
F 1.003 -2.474 6.003
F 0.244 -4.468 6.236
H -2.165 -2.001 4.346
H -0.461 -1.744 4.260
H 0.089 0.808 4.771
H -0.876 -3.716 8.440

Properties
HOMO energy = -4.7 eV
Maximum force = 1.87 eV/A
Multiplicity = 1
HOMO-LUMO gap = 7.1 eV
E_tot = -61854.8787 eV
Net charge = -1

A molecular structure, C12H18MnN8O3S2, computed with the ωB97M-V functional and the def2-TZVPD basis.

CARTESIAN COORDINATES (ANGSTROEM)
Mn -0.920 -0.301 -0.127
S -1.795 1.176 1.485
C -3.189 1.448 0.494
S -3.075 0.339 -0.837
C -4.170 2.350 0.712
C -4.091 3.210 1.854
N -4.016 3.870 2.792
C -5.269 2.459 -0.199
N -6.155 2.520 -0.928
N 0.409 -3.955 -3.859
N -0.079 -2.759 -3.373
N -0.596 -1.813 -4.135
C -0.966 -0.921 -3.240
N -0.660 -1.332 -1.996
N -0.108 -2.519 -2.100
H -0.002 -4.097 -4.775
H 1.418 -3.889 -3.948
H -1.451 0.013 -3.469
O 0.635 1.185 -0.899
C 1.209 1.065 0.189
O 0.997 0.103 1.000
C 2.184 2.142 0.635
N 2.436 1.954 2.117
C 3.927 1.895 2.346
C 4.504 2.557 1.104
C 3.572 2.066 -0.005
H 1.720 3.115 0.481
H 1.950 1.074 2.356
H 2.004 2.703 2.655
H 4.202 0.844 2.401
H 4.169 2.379 3.287
H 5.541 2.272 0.946
H 4.462 3.644 1.194
H 3.809 1.034 -0.269
H 3.619 2.665 -0.910
C -2.775 -3.228 0.458
C -1.367 -3.427 0.957
O -0.692 -2.142 0.967
H -3.305 -4.179 0.479
H -2.783 -2.861 -0.569
H -3.314 -2.522 1.089
H -0.806 -4.101 0.309
H -1.366 -3.813 1.976
H 0.185 -2.220 1.358

Properties
HOMO energy (spin up / spin down) = -10.9 / -11.1 eV
Maximum force = 0.30 eV/A
Multiplicity = 5
HOMO-LUMO gap (spin up / spin down) = 6.2 / 8.3 eV
Energy above the lowest of the compared OMol25 structures with the same formula, charge and spin = 0.0 kJ/mol
E_tot = -83783.6757 eV
Net charge = +1